Density functional theory data (ωB97M-V/def2-TZVPD) for a 16-piece molecular cluster, C64H176N16O16 overall in a non-equilibrium geometry.

F_max ... 4.0 eV/A
HOMO-LUMO gap ... 9.2233 eV
HOMO ... -8.826 eV
M ... 1426.208 g mol⁻¹
E_tot ... -125813.7412 eV
LUMO ... 0.4 eV

Each atom is followed by the atoms it is bonded to, with distances in Å.
Element x y z (Å)
1 C -0.06317 -4.57675 4.45930  C2 1.504, H7 1.092, H8 1.104, H9 1.090
2 C -0.88029 -3.60927 3.64887  C1 1.504, C3 1.534, N6 1.458, H10 1.082
3 C -2.22338 -3.35161 4.34322  C2 1.534, O4 1.421, H11 1.127, H12 1.097
4 O -2.98796 -4.53303 4.14922  C3 1.421, C5 1.417
5 C -4.32861 -4.16360 4.42358  O4 1.417, H13 1.108, H14 1.096, H15 1.081
6 N -0.11857 -2.38497 3.43498  C2 1.458, H16 1.011, H17 1.017
7 H 0.92204 -4.77155 4.03166  C1 1.092
8 H -0.64021 -5.51301 4.55575  C1 1.104
9 H 0.14163 -4.08655 5.41051  C1 1.090
10 H -1.07353 -4.16017 2.73792  C2 1.082
11 H -2.75072 -2.41265 4.00952  C3 1.127
12 H -2.09085 -3.20209 5.42224  C3 1.097
13 H -5.00600 -5.01959 4.23403  C5 1.108
14 H -4.68801 -3.33981 3.79693  C5 1.096
15 H -4.43601 -3.88392 5.46221  C5 1.081
16 H -0.57996 -1.83644 2.72172  N6 1.011
17 H 0.79793 -2.63748 3.07348  N6 1.017
18 C -4.80099 3.33850 -1.07172  C19 1.534, H24 1.069, H25 1.083, H26 1.138
19 C -4.49270 2.93895 -2.52021  C18 1.534, C20 1.553, N23 1.471, H27 1.102
20 C -4.96327 4.05815 -3.48933  C19 1.553, O21 1.466, H28 1.078, H29 1.142
21 O -4.08830 5.17001 -3.10636  C20 1.466, C22 1.377
22 C -4.23662 6.27479 -3.91418  O21 1.377, H30 1.093, H31 1.130, H32 1.097
23 N -3.09311 2.59255 -2.81040  C19 1.471, H33 1.019, H34 0.983
24 H -4.46000 2.64458 -0.33411  C18 1.069
25 H -5.88320 3.33039 -1.09653  C18 1.083
26 H -4.39940 4.35371 -0.74985  C18 1.138
27 H -5.10945 2.07293 -2.80981  C19 1.102
28 H -5.98305 4.38003 -3.35351  C20 1.078
29 H -4.82864 3.78043 -4.58903  C20 1.142
30 H -3.37952 6.92550 -3.72063  C22 1.093
31 H -5.21487 6.81894 -3.75881  C22 1.130
32 H -4.12839 5.97527 -4.96380  C22 1.097
33 H -2.85163 1.64909 -2.51152  N23 1.019
34 H -2.49194 3.16426 -2.28282  N23 0.983
35 C -4.04931 -0.30050 6.06560  C36 1.515, H41 1.099, H42 1.078, H43 1.120
36 C -2.64611 0.14079 5.70500  C35 1.515, C37 1.557, N40 1.523, H44 1.097
37 C -2.64910 0.72611 4.26205  C36 1.557, O38 1.434, H45 1.092, H46 1.121
38 O -3.08197 -0.27526 3.33147  C37 1.434, C39 1.437
39 C -3.54649 0.29704 2.09805  O38 1.437, H47 1.066, H48 1.100, H49 1.105
40 N -2.07840 1.24441 6.58769  C36 1.523, H50 1.019, H51 1.034
41 H -4.22942 -1.33578 5.74277  C35 1.099
42 H -4.76671 0.36280 5.61044  C35 1.078
43 H -4.25257 -0.27803 7.16651  C35 1.120
44 H -1.93724 -0.68951 5.81407  C36 1.097
45 H -1.67229 1.10520 3.95454  C37 1.092
46 H -3.33198 1.61431 4.22746  C37 1.121
47 H -4.31503 1.03504 2.13953  C39 1.066
48 H -3.89064 -0.53724 1.46991  C39 1.100
49 H -2.66717 0.70764 1.57041  C39 1.105
50 H -2.24106 1.07273 7.57873  N40 1.019
51 H -1.05956 1.20819 6.41362  N40 1.034
52 C -0.67967 6.07163 -4.76438  C53 1.526, H58 1.067, H59 1.087, H60 1.109
53 C 0.06965 5.24486 -3.72279  C52 1.526, C54 1.526, N57 1.461, H61 1.090
54 C -0.48075 5.56085 -2.33544  C53 1.526, O55 1.466, H62 1.097, H63 1.058
55 O -0.03063 6.91653 -2.00681  C54 1.466, C56 1.411
56 C -0.87802 7.43557 -1.00520  O55 1.411, H64 1.137, H65 1.049, H66 1.073
57 N 0.05943 3.80060 -3.94390  C53 1.461, H67 0.978, H68 1.025
58 H -0.42145 5.89002 -5.78333  C52 1.067
59 H -0.46238 7.09051 -4.45346  C52 1.087
60 H -1.77011 5.91283 -4.63779  C52 1.109
61 H 1.14161 5.43765 -3.76610  C53 1.090
62 H 0.01459 4.84346 -1.67007  C54 1.097
63 H -1.53245 5.44155 -2.33535  C54 1.058
64 H -1.97751 7.43186 -1.29473  C56 1.137
65 H -0.58968 8.40673 -0.73217  C56 1.049
66 H -0.79622 6.88950 -0.08513  C56 1.073
67 H 0.59536 3.61617 -4.74108  N57 0.978
68 H -0.89642 3.48095 -4.12990  N57 1.025
69 C -2.80481 -6.53259 -4.62031  C70 1.562, H75 1.085, H76 1.114, H77 1.081
70 C -3.02261 -5.00768 -4.35961  C69 1.562, C71 1.521, N74 1.453, H78 1.115
71 C -1.64776 -4.35660 -4.33982  C70 1.521, O72 1.386, H79 1.124, H80 1.062
72 O -0.63897 -5.05778 -3.69812  C71 1.386, C73 1.460
73 C 0.68596 -4.51943 -3.99104  O72 1.460, H81 1.061, H82 1.078, H83 1.103
74 N -3.84442 -4.33257 -5.34927  C70 1.453, H84 1.017, H85 1.013
75 H -2.18906 -6.66018 -5.50497  C69 1.085
76 H -3.82854 -6.93881 -4.78463  C69 1.114
77 H -2.32381 -6.96478 -3.75398  C69 1.081
78 H -3.56711 -4.92494 -3.38962  C70 1.115
79 H -1.82958 -3.30415 -3.98835  C71 1.124
80 H -1.31916 -4.31217 -5.34821  C71 1.062
81 H 0.74063 -3.49751 -3.71269  C73 1.061
82 H 0.88950 -4.39840 -5.04280  C73 1.078
83 H 1.41503 -5.22305 -3.55400  C73 1.103
84 H -3.80592 -3.31684 -5.33855  N74 1.017
85 H -3.62719 -4.75642 -6.24360  N74 1.013
86 C 5.52335 1.23326 4.94109  C87 1.583, H92 1.121, H93 1.080, H94 1.109
87 C 5.18702 2.30147 3.82193  C86 1.583, C88 1.510, N91 1.429, H95 1.087
88 C 6.42152 3.04751 3.37450  C87 1.510, O89 1.423, H96 1.105, H97 1.114
89 O 7.40668 2.15531 2.86717  C88 1.423, C90 1.419
90 C 8.45917 2.88791 2.25903  O89 1.419, H98 1.097, H99 1.039, H100 1.072
91 N 4.59350 1.61014 2.72103  C87 1.429, H101 0.999, H102 1.002
92 H 4.64854 0.85195 5.52841  C86 1.121
93 H 6.16192 1.69186 5.68142  C86 1.080
94 H 6.09704 0.49151 4.34842  C86 1.109
95 H 4.54350 3.08636 4.21217  C87 1.087
96 H 6.80311 3.59429 4.25555  C88 1.105
97 H 6.16259 3.82577 2.62016  C88 1.114
98 H 9.14550 2.14179 1.83911  C90 1.097
99 H 8.96815 3.47907 2.94492  C90 1.039
100 H 8.07703 3.52797 1.48910  C90 1.072
101 H 4.38995 2.25608 1.98616  N91 0.999
102 H 5.27526 0.96863 2.36369  N91 1.002
103 C -2.87813 5.76837 3.65068  C104 1.472, H109 1.093, H110 1.099, H111 1.070
104 C -2.40327 4.41538 3.98404  C103 1.472, C105 1.500, N108 1.428, H112 1.113
105 C -1.21143 4.04941 3.14945  C104 1.500, O106 1.395, H113 1.112, H114 1.135
106 O -1.60508 4.06890 1.81142  C105 1.395, C107 1.393
107 C -0.55490 3.78297 0.94163  O106 1.393, H115 1.060, H116 1.087, H117 1.110
108 N -2.01370 4.36808 5.35672  C104 1.428, H118 1.004, H119 0.983
109 H -3.72310 6.04946 4.28449  C103 1.093
110 H -3.14613 5.93933 2.59824  C103 1.099
111 H -2.14749 6.53240 3.81868  C103 1.070
112 H -3.26471 3.76244 3.72076  C104 1.113
113 H -0.75376 3.08418 3.45844  C105 1.112
114 H -0.47683 4.85964 3.45431  C105 1.135
115 H -0.14586 2.80901 1.03268  C107 1.060
116 H 0.18465 4.56468 1.09573  C107 1.087
117 H -0.91986 3.90143 -0.09947  C107 1.110
118 H -2.76434 4.69196 5.93948  N108 1.004
119 H -1.94276 3.39661 5.48796  N108 0.983
120 C 3.21201 -3.82335 8.23783  C121 1.542, H126 1.096, H127 1.111, H128 1.057
121 C 4.22638 -3.30215 7.20013  C120 1.542, C122 1.554, N125 1.433, H129 1.116
122 C 3.62441 -3.11113 5.78076  C121 1.554, O123 1.414, H130 1.094, H131 1.077
123 O 4.74200 -2.75916 4.98930  C122 1.414, C124 1.427
124 C 4.19926 -1.93310 3.95936  O123 1.427, H132 1.079, H133 1.074, H134 1.105
125 N 4.87190 -2.15552 7.76849  C121 1.433, H135 0.988, H136 1.000
126 H 3.68405 -4.53609 8.92327  C120 1.096
127 H 2.40352 -4.30570 7.64738  C120 1.111
128 H 2.79243 -3.00438 8.75877  C120 1.057
129 H 5.07300 -4.01486 7.05499  C121 1.116
130 H 2.86257 -2.32838 5.84296  C122 1.094
131 H 3.09125 -3.97536 5.42291  C122 1.077
132 H 4.90101 -1.77565 3.15528  C124 1.079
133 H 3.96735 -0.99849 4.43394  C124 1.074
134 H 3.28383 -2.39560 3.54845  C124 1.105
135 H 4.27199 -1.37403 7.84246  N125 0.988
136 H 5.59822 -1.87132 7.14323  N125 1.000
137 C 6.90092 -2.11329 -3.97605  C138 1.563, H143 1.085, H144 1.108, H145 1.106
138 C 5.80613 -0.99929 -3.92864  C137 1.563, C139 1.531, N142 1.451, H146 1.092
139 C 4.86461 -1.44397 -2.80640  C138 1.531, O140 1.386, H147 1.068, H148 1.088
140 O 4.39760 -2.74055 -2.95856  C139 1.386, C141 1.410
141 C 3.32833 -3.05019 -2.09244  O140 1.410, H149 1.124, H150 1.108, H151 1.079
142 N 6.49076 0.23678 -3.59747  C138 1.451, H152 1.009, H153 1.037
143 H 7.43247 -2.06040 -3.03159  C137 1.085
144 H 7.58245 -1.86257 -4.81347  C137 1.108
145 H 6.51702 -3.14947 -4.02305  C137 1.106
146 H 5.35402 -0.90953 -4.91911  C138 1.092
147 H 4.01130 -0.85119 -2.55819  C139 1.068
148 H 5.55288 -1.35192 -1.96897  C139 1.088
149 H 3.17360 -4.15685 -2.21419  C141 1.124
150 H 2.38954 -2.48159 -2.24511  C141 1.108
151 H 3.64538 -2.85996 -1.07926  C141 1.079
152 H 7.49330 0.23936 -3.70879  N142 1.009
153 H 6.06953 1.07634 -4.03669  N142 1.037
154 C -4.17168 -6.02409 -0.06993  C155 1.503, H160 1.101, H161 1.120, H162 1.097
155 C -2.97202 -5.29362 0.46420  C154 1.503, C156 1.494, N159 1.549, H163 1.126
156 C -1.63932 -5.71405 -0.06362  C155 1.494, O157 1.378, H164 1.087, H165 1.077
157 O -0.55747 -5.04154 0.46287  C156 1.378, C158 1.399
158 C 0.63220 -5.39273 -0.18367  O157 1.399, H166 1.078, H167 1.075, H168 1.072
159 N -3.22247 -3.78996 0.19153  C155 1.549, H169 1.001, H170 1.013
160 H -5.11581 -5.48340 0.09828  C154 1.101
161 H -4.29320 -7.00058 0.46448  C154 1.120
162 H -4.00639 -6.23424 -1.13365  C154 1.097
163 H -3.05771 -5.34671 1.58593  C155 1.126
164 H -1.70836 -5.69971 -1.14867  C156 1.087
165 H -1.51006 -6.75409 0.18488  C156 1.077
166 H 0.63040 -5.32574 -1.25926  C158 1.078
167 H 0.74978 -6.42743 0.08474  C158 1.075
168 H 1.37385 -4.77183 0.27839  C158 1.072
169 H -3.27478 -3.64845 -0.79804  N159 1.001
170 H -2.42968 -3.29484 0.58241  N159 1.013
171 C -8.29409 -3.62745 -2.56933  C172 1.542, H177 1.057, H178 1.105, H179 1.097
172 C -6.93146 -3.69178 -3.28922  C171 1.542, C173 1.538, N176 1.422, H180 1.102
173 C -5.87131 -2.90380 -2.50074  C172 1.538, O174 1.368, H181 1.125, H182 1.064
174 O -6.18347 -1.57297 -2.45942  C173 1.368, C175 1.362
175 C -5.21834 -0.85755 -1.81771  O174 1.362, H183 1.104, H184 1.129, H185 1.095
176 N -6.58670 -5.05573 -3.49875  C172 1.422, H186 0.992, H187 0.995
177 H -8.18986 -4.12508 -1.64305  C171 1.057
178 H -8.93038 -4.25837 -3.21519  C171 1.105
179 H -8.76024 -2.63713 -2.64520  C171 1.097
180 H -7.02861 -3.16069 -4.24966  C172 1.102
181 H -4.86428 -3.01760 -2.98956  C173 1.125
182 H -5.77996 -3.27326 -1.50743  C173 1.064
183 H -4.34405 -0.89759 -2.49050  C175 1.104
184 H -4.94670 -1.21179 -0.78040  C175 1.129
185 H -5.62915 0.15327 -1.91090  C175 1.095
186 H -6.35231 -5.47033 -2.62818  N176 0.992
187 H -5.84661 -5.06386 -4.16363  N176 0.995
188 C 1.33452 1.51169 4.36748  C189 1.558, H194 1.076, H195 1.111, H196 1.123
189 C 1.93102 0.65322 5.52303  C188 1.558, C190 1.524, N193 1.454, H197 1.068
190 C 2.27686 1.53086 6.72041  C189 1.524, O191 1.420, H198 1.079, H199 1.083
191 O 2.95616 0.75077 7.69370  C190 1.420, C192 1.412
192 C 3.38198 1.49177 8.81706  O191 1.412, H200 1.104, H201 1.093, H202 1.086
193 N 0.83727 -0.22839 5.89842  C189 1.454, H203 1.000, H204 1.027
194 H 1.06202 0.90327 3.52286  C188 1.076
195 H 1.99643 2.33548 4.02582  C188 1.111
196 H 0.43625 2.02868 4.79858  C188 1.123
197 H 2.77960 0.11234 5.16580  C189 1.068
198 H 1.36584 1.92780 7.14100  C190 1.079
199 H 2.96640 2.29514 6.38470  C190 1.083
200 H 2.55721 1.75379 9.50176  C192 1.104
201 H 3.77750 2.45643 8.49017  C192 1.093
202 H 4.09790 0.81099 9.26710  C192 1.086
203 H 0.46744 -0.78789 5.15636  N193 1.000
204 H 1.01433 -0.80800 6.72712  N193 1.027
205 C -2.36175 -0.08121 -5.97712  C206 1.493, H211 1.111, H212 1.085, H213 1.089
206 C -3.66742 0.13321 -5.28612  C205 1.493, C207 1.575, N210 1.427, H214 1.082
207 C -4.50564 1.24497 -6.02253  C206 1.575, O208 1.460, H215 1.112, H216 1.109
208 O -5.80717 1.36063 -5.37016  C207 1.460, C209 1.385
209 C -6.84134 0.75306 -6.06182  O208 1.385, H217 1.060, H218 1.101, H219 1.060
210 N -4.39271 -1.09237 -5.19285  C206 1.427, H220 1.034, H221 0.986
211 H -1.58597 -0.45292 -5.27439  C205 1.111
212 H -1.99709 0.84658 -6.40473  C205 1.085
213 H -2.31576 -0.74603 -6.83899  C205 1.089
214 H -3.45840 0.54750 -4.30819  C206 1.082
215 H -4.57186 1.04011 -7.11316  C207 1.112
216 H -3.97632 2.18748 -5.77266  C207 1.109
217 H -6.37702 0.18649 -6.82736  C209 1.060
218 H -7.56363 1.46142 -6.49574  C209 1.101
219 H -7.40486 0.07666 -5.47161  C209 1.060
220 H -5.22345 -1.00779 -4.58384  N210 1.034
221 H -4.67068 -1.57473 -6.00611  N210 0.986
222 C 7.38026 2.86813 -1.15478  C223 1.566, H228 1.124, H229 1.117, H230 1.106
223 C 6.63564 1.79315 -0.29345  C222 1.566, C224 1.536, N227 1.486, H231 1.092
224 C 5.13587 1.83308 -0.62158  C223 1.536, O225 1.396, H232 1.083, H233 1.164
225 O 4.55699 3.06938 -0.32831  C224 1.396, C226 1.437
226 C 3.13137 3.08018 -0.51142  O225 1.437, H234 1.118, H235 1.088, H236 1.112
227 N 7.12579 0.39614 -0.42360  C223 1.486, H237 0.988, H238 1.045
228 H 6.88920 3.87003 -1.01559  C222 1.124
229 H 7.29765 2.49763 -2.20524  C222 1.117
230 H 8.41985 2.96291 -0.78804  C222 1.106
231 H 6.61608 2.04711 0.76882  C223 1.092
232 H 4.63834 1.03215 -0.08825  C224 1.083
233 H 4.95801 1.59997 -1.74800  C224 1.164
234 H 2.58874 2.31407 0.09587  C226 1.118
235 H 3.04461 3.00998 -1.59396  C226 1.088
236 H 2.80341 4.11211 -0.25800  C226 1.112
237 H 7.22834 0.09268 -1.35833  N227 0.988
238 H 8.00648 0.19629 0.10208  N227 1.045
239 C 1.25595 0.53874 -5.68097  C240 1.504, H245 1.064, H246 1.087, H247 1.072
240 C 2.27414 0.71386 -4.58734  C239 1.504, C241 1.572, N244 1.438, H248 1.109
241 C 3.26591 1.78748 -5.16626  C240 1.572, O242 1.394, H249 1.073, H250 1.099
242 O 4.32971 2.16693 -4.34977  C241 1.394, C243 1.389
243 C 4.74408 3.46817 -4.60340  O242 1.389, H251 1.095, H252 1.108, H253 1.081
244 N 1.71476 1.11695 -3.32581  C240 1.438, H254 1.042, H255 0.999
245 H 0.71365 1.40597 -5.97396  C239 1.064
246 H 0.61259 -0.29182 -5.40382  C239 1.087
247 H 1.76985 0.36672 -6.60539  C239 1.072
248 H 2.84893 -0.21527 -4.39702  C240 1.109
249 H 2.65997 2.62542 -5.45112  C241 1.073
250 H 3.70704 1.40316 -6.09621  C241 1.099
251 H 4.90672 3.62448 -5.67513  C243 1.095
252 H 5.67808 3.63427 -4.03128  C243 1.108
253 H 4.00835 4.18453 -4.26449  C243 1.081
254 H 1.11883 1.94655 -3.53248  N244 1.042
255 H 2.40426 1.40524 -2.66218  N244 0.999
256 C -1.30149 -1.79171 -2.11773  C257 1.503, H262 1.063, H263 1.041, H264 1.114
257 C -0.94967 -0.89604 -0.96281  C256 1.503, C258 1.511, N261 1.439, H265 1.102
258 C 0.50722 -1.08136 -0.60622  C257 1.511, O259 1.418, H266 1.129, H267 1.112
259 O 0.88889 -0.31968 0.52685  C258 1.418, C260 1.397
260 C 2.15508 -0.60130 1.04529  O259 1.397, H268 1.105, H269 1.084, H270 1.058
261 N -1.39774 0.44066 -1.24986  C257 1.439, H271 1.048, H272 1.032
262 H -2.30962 -1.68682 -2.43877  C256 1.063
263 H -1.28911 -2.80095 -1.86317  C256 1.041
264 H -0.55758 -1.60620 -2.92553  C256 1.114
265 H -1.48981 -1.21814 -0.05793  C257 1.102
266 H 1.12254 -0.81179 -1.51396  C258 1.129
267 H 0.65064 -2.15634 -0.36227  C258 1.112
268 H 2.99172 -0.30455 0.38667  C260 1.105
269 H 2.22996 -1.66918 1.21494  C260 1.084
270 H 2.23267 -0.18262 2.01357  C260 1.058
271 H -1.18257 0.98332 -0.38010  N261 1.048
272 H -0.69194 0.83653 -1.89037  N261 1.032

Atom charges from the Löwdin analysis, given in e for atoms 1 to 2: C -0.058; C -0.438